ORCA calculation (ωB97M-V with the def2-TZVPD basis set) on a molecular structure, C35H50N4O2ReSbSeSi3.

Total charge: +2
HOMO-LUMO gap, eV: 5.83
ΔE to the lowest compared entry with this formula, charge and spin, kcal per mole: 0.00

Atoms and positions in Å:
1 Re -0.89 0.28 -0.55
2 O -1.64 -0.39 -2.11
3 C -2.80 -0.15 -2.78
4 C -2.84 -0.30 -4.15
5 C -4.04 -0.10 -4.82
6 C -5.19 0.24 -4.11
7 C -5.15 0.37 -2.74
8 C -3.94 0.19 -2.04
9 C -3.95 0.31 -0.61
10 N -2.90 0.31 0.14
11 N -3.09 0.47 1.50
12 C -1.95 0.50 2.10
13 O -0.82 0.36 1.43
14 C -1.87 0.70 3.56
15 C -3.01 0.54 4.34
16 C -2.93 0.71 5.72
17 C -1.71 1.04 6.30
18 C -0.58 1.20 5.52
19 C -0.65 1.03 4.15
20 H -1.94 -0.59 -4.69
21 H -4.08 -0.22 -5.89
22 H -6.13 0.38 -4.64
23 H -6.04 0.61 -2.19
24 H -4.90 0.42 -0.10
25 H -3.95 0.28 3.88
26 H -3.81 0.59 6.33
27 H -1.65 1.18 7.37
28 H 0.37 1.47 5.98
29 H 0.23 1.16 3.53
30 C 2.98 0.29 2.80
31 Si 2.97 1.47 1.35
32 C 1.89 2.96 1.64
33 C 4.68 1.89 0.77
34 Sb 1.83 0.13 -0.56
35 Si 2.73 -2.29 -0.47
36 C 1.86 -3.24 -1.81
37 C 2.38 -2.94 1.24
38 C 4.57 -2.17 -0.79
39 Si 2.40 1.05 -2.93
40 C 1.47 2.65 -3.15
41 C 1.80 -0.25 -4.13
42 C 4.24 1.33 -3.04
43 H 3.15 0.85 3.73
44 H 3.79 -0.43 2.70
45 H 2.04 -0.26 2.91
46 H 2.25 3.52 2.51
47 H 0.86 2.65 1.84
48 H 1.90 3.63 0.78
49 H 5.20 2.43 1.57
50 H 4.68 2.52 -0.11
51 H 5.27 0.99 0.55
52 H 0.78 -3.10 -1.79
53 H 2.07 -4.31 -1.67
54 H 2.24 -2.97 -2.80
55 H 1.37 -2.69 1.56
56 H 3.08 -2.54 1.97
57 H 2.48 -4.03 1.25
58 H 4.82 -1.54 -1.64
59 H 4.95 -3.17 -1.01
60 H 5.11 -1.80 0.08
61 H 0.40 2.49 -3.30
62 H 1.85 3.15 -4.05
63 H 1.60 3.34 -2.32
64 H 0.85 -0.71 -3.83
65 H 2.54 -1.05 -4.25
66 H 1.66 0.21 -5.11
67 H 4.55 2.17 -2.43
68 H 4.49 1.56 -4.08
69 H 4.82 0.45 -2.75
70 C -0.97 -2.45 3.23
71 N -0.75 -3.68 2.49
72 C -0.31 -4.87 3.04
73 C -0.26 -5.77 2.03
74 N -0.66 -5.11 0.88
75 C -0.81 -5.73 -0.43
76 C -0.95 -3.83 1.17
77 Se -1.65 -2.58 -0.02
78 H -0.78 -2.63 4.28
79 H -1.99 -2.11 3.08
80 H -0.29 -1.67 2.87
81 H -0.09 -4.97 4.08
82 H 0.01 -6.81 2.03
83 H -0.70 -6.80 -0.32
84 H -0.05 -5.35 -1.12
85 H -1.79 -5.50 -0.83
86 C -1.02 1.98 -0.86
87 C -1.36 3.32 -1.18
88 C -1.01 4.38 -0.34
89 C -1.37 5.67 -0.68
90 C -2.08 5.90 -1.85
91 C -2.45 4.85 -2.69
92 C -2.09 3.56 -2.36
93 H -0.46 4.18 0.57
94 H -1.10 6.49 -0.03
95 H -2.36 6.91 -2.11
96 H -3.00 5.05 -3.59
97 H -2.36 2.73 -3.00


ORCA calculation (ωB97M-V with the def2-TZVPD basis set) on a molecular structure, C12H15Cl5N3ORhS.

Total charge: 0
HOMO-LUMO gap (alpha / beta), eV: 6.67 / 7.17
ΔE to the lowest compared entry with this formula, charge and spin, kcal per mole: 64.47

Atoms and positions in Å:
1 Rh -0.60 -0.24 0.35
2 N -1.20 0.83 -1.79
3 C -0.38 0.42 -2.92
4 C 0.11 -1.01 -2.69
5 N 0.81 -1.05 -1.43
6 H -2.14 0.44 -1.87
7 H -1.26 1.84 -1.70
8 H 0.48 1.09 -2.99
9 H -0.94 0.47 -3.87
10 H 0.73 -1.33 -3.54
11 H -0.76 -1.67 -2.61
12 H 1.66 -0.49 -1.44
13 H 1.04 -2.00 -1.15
14 C 1.17 -0.08 3.73
15 C 0.49 -1.05 2.74
16 C 0.50 -2.49 3.27
17 O 1.04 -0.98 1.50
18 H 0.58 0.03 4.63
19 H 1.29 0.89 3.26
20 H 2.16 -0.47 3.99
21 H -0.59 -0.74 2.66
22 H 1.52 -2.78 3.50
23 H 0.11 -3.15 2.50
24 H -0.12 -2.58 4.16
25 Cl 0.62 2.33 0.39
26 C -0.73 2.45 1.48
27 C -1.61 1.37 1.47
28 C -2.62 1.39 2.41
29 Cl -3.68 0.03 2.52
30 C -2.79 2.47 3.29
31 Cl -4.07 2.48 4.43
32 C -1.90 3.54 3.25
33 Cl -2.08 4.85 4.34
34 C -0.85 3.53 2.33
35 Cl 0.27 4.84 2.27
36 S -3.31 -3.76 1.19
37 C -2.45 -2.62 0.49
38 N -1.81 -1.85 -0.15


ORCA calculation (ωB97M-V with the def2-TZVPD basis set) on 19 unconnected molecules or ions with the total composition C72H173N19O14.

Total charge: 0
HOMO-LUMO gap, eV: 6.94

Atoms and positions in Å:
1 C -1.13 3.43 5.57
2 C -1.10 2.21 4.60
3 N -2.48 1.73 4.61
4 C -2.54 0.32 4.16
5 C -1.84 -0.56 5.26
6 C -3.25 2.67 3.70
7 C -4.75 2.39 3.74
8 H -0.05 3.54 5.64
9 H -1.55 3.22 6.55
10 H -1.54 4.34 5.14
11 H -0.66 2.39 3.62
12 H -0.34 1.49 4.88
13 H -3.57 -0.01 4.05
14 H -2.20 0.09 3.15
15 H -0.80 -0.74 5.01
16 H -1.93 0.04 6.17
17 H -2.38 -1.51 5.23
18 H -2.78 2.53 2.73
19 H -3.01 3.70 3.96
20 H -5.38 3.07 3.17
21 H -5.09 2.42 4.77
22 H -5.00 1.39 3.39
23 C -1.21 3.57 -3.23
24 C -0.56 4.73 -3.94
25 N -0.53 6.04 -3.23
26 C 0.14 7.05 -4.04
27 C 1.71 6.75 -4.14
28 C -1.86 6.47 -2.88
29 C -1.97 7.86 -2.25
30 H -0.83 3.45 -2.21
31 H -0.87 2.73 -3.83
32 H -2.28 3.80 -3.23
33 H 0.51 4.51 -3.93
34 H -0.90 4.75 -4.97
35 H -0.31 7.05 -5.03
36 H 0.00 8.08 -3.73
37 H 2.02 6.35 -3.17
38 H 1.94 5.96 -4.86
39 H 2.40 7.57 -4.33
40 H -2.26 5.79 -2.13
41 H -2.49 6.37 -3.76
42 H -2.06 8.62 -3.02
43 H -1.13 8.24 -1.67
44 H -2.90 7.92 -1.68
45 C 2.90 0.97 3.59
46 C 2.61 0.19 4.82
47 N 2.51 1.04 5.99
48 C 3.83 1.57 6.46
49 C 3.56 2.75 7.39
50 C 1.74 0.34 7.02
51 C 2.52 -0.93 7.57
52 H 3.04 0.18 2.85
53 H 3.70 1.70 3.71
54 H 2.07 1.63 3.31
55 H 1.79 -0.52 4.71
56 H 3.42 -0.54 4.92
57 H 4.54 0.85 6.87
58 H 4.26 2.09 5.61
59 H 2.70 3.30 7.02
60 H 3.38 2.17 8.29
61 H 4.51 3.21 7.68
62 H 0.73 0.19 6.67
63 H 1.58 1.05 7.83
64 H 3.42 -0.63 8.10
65 H 2.60 -1.76 6.88
66 H 1.88 -1.27 8.39
67 C -0.03 -1.26 -2.37
68 C -0.23 0.12 -1.65
69 N 0.30 0.06 -0.25
70 C -0.51 -0.71 0.69
71 C 0.26 -0.89 2.04
72 C 0.85 1.39 0.23
73 C -0.31 2.38 0.51
74 H -0.49 -1.12 -3.34
75 H -0.68 -1.96 -1.85
76 H 0.99 -1.61 -2.53
77 H 0.36 0.90 -2.14
78 H -1.26 0.48 -1.66
79 H -0.75 -1.69 0.27
80 H -1.40 -0.20 1.06
81 H -0.32 -1.55 2.68
82 H 0.42 0.07 2.52
83 H 1.25 -1.28 1.79
84 H 1.53 1.16 1.05
85 H 1.53 1.96 -0.41
86 H -0.99 1.90 1.22
87 H 0.00 3.37 0.86
88 H -0.89 2.62 -0.37
89 C 5.64 -4.99 1.45
90 C 4.93 -5.06 2.86
91 N 3.77 -4.19 2.76
92 C 2.89 -4.19 1.60
93 C 2.22 -5.55 1.59
94 C 3.07 -3.84 4.01
95 C 3.82 -4.00 5.29
96 H 5.04 -5.33 0.61
97 H 6.45 -5.72 1.52
98 H 5.99 -4.03 1.08
99 H 4.60 -6.09 3.01
100 H 5.66 -4.82 3.63
101 H 2.17 -3.37 1.61
102 H 3.42 -4.09 0.65
103 H 1.68 -5.73 0.67
104 H 3.03 -6.28 1.52
105 H 1.58 -5.68 2.47
106 H 2.09 -4.31 3.98
107 H 2.86 -2.77 3.99
108 H 3.27 -3.55 6.12
109 H 4.71 -3.38 5.24
110 H 4.08 -5.02 5.56
111 C -1.14 -6.27 -2.87
112 C 0.02 -6.89 -3.66
113 O 0.64 -6.20 -4.42
114 N 0.40 -8.13 -3.32
115 C 1.52 -8.97 -3.83
116 H -2.02 -5.95 -3.42
117 H -0.81 -5.30 -2.51
118 H -1.28 -6.96 -2.04
119 H -0.21 -8.60 -2.66
120 H 2.46 -8.85 -3.29
121 H 1.77 -8.48 -4.78
122 H 1.10 -9.97 -3.97
123 C -2.27 -0.56 -7.15
124 C -2.14 0.88 -6.74
125 O -1.01 1.34 -6.51
126 N -3.17 1.68 -6.99
127 C -3.14 3.11 -6.72
128 H -3.19 -0.98 -6.75
129 H -1.47 -1.21 -6.79
130 H -2.37 -0.51 -8.23
131 H -4.05 1.20 -7.07
132 H -3.68 3.34 -5.80
133 H -3.65 3.53 -7.58
134 H -2.16 3.50 -6.44
135 C 2.63 1.92 -5.34
136 C 3.70 0.87 -5.02
137 O 4.69 1.31 -4.44
138 N 3.64 -0.40 -5.43
139 C 2.48 -0.99 -5.97
140 H 2.60 1.84 -6.42
141 H 2.86 2.87 -4.86
142 H 1.72 1.46 -4.94
143 H 4.45 -0.94 -5.17
144 H 2.49 -1.34 -7.00
145 H 1.61 -0.34 -5.85
146 H 2.06 -1.83 -5.43
147 C -3.50 -4.16 -9.01
148 C -2.54 -4.09 -7.77
149 O -3.08 -3.79 -6.67
150 N -1.28 -4.30 -7.99
151 C -0.32 -4.31 -6.90
152 H -3.55 -3.27 -9.64
153 H -4.45 -4.33 -8.50
154 H -3.28 -5.03 -9.62
155 H -0.92 -4.51 -8.91
156 H 0.14 -3.33 -7.00
157 H 0.42 -5.07 -7.16
158 H -0.83 -4.41 -5.94
159 C 3.18 -4.74 -2.44
160 C 3.98 -4.53 -3.73
161 O 4.67 -3.52 -3.85
162 N 3.91 -5.51 -4.73
163 C 4.65 -5.22 -5.95
164 H 2.25 -4.21 -2.61
165 H 3.83 -4.37 -1.65
166 H 2.86 -5.77 -2.26
167 H 3.35 -6.35 -4.68
168 H 4.36 -4.28 -6.42
169 H 4.31 -6.00 -6.65
170 H 5.67 -5.19 -5.58
171 C -4.22 -3.27 3.05
172 C -3.82 -4.73 3.28
173 O -3.09 -5.22 2.43
174 N -4.33 -5.43 4.29
175 C -4.02 -6.89 4.61
176 H -3.47 -2.77 2.43
177 H -4.26 -2.87 4.06
178 H -5.22 -3.13 2.64
179 H -5.07 -5.02 4.84
180 H -3.43 -6.78 5.52
181 H -3.45 -7.23 3.75
182 H -4.87 -7.55 4.76
183 C -7.57 0.18 1.45
184 C -6.29 -0.06 0.66
185 O -5.86 -1.18 0.60
186 N -5.80 1.09 0.13
187 C -4.56 1.10 -0.60
188 H -8.46 0.39 0.85
189 H -7.61 1.06 2.10
190 H -7.85 -0.75 1.95
191 H -6.16 1.97 0.48
192 H -4.20 2.12 -0.75
193 H -4.74 0.58 -1.54
194 H -3.82 0.62 0.04
195 C -3.46 -3.36 -0.41
196 C -3.68 -4.25 -1.66
197 O -3.62 -5.45 -1.63
198 N -4.05 -3.79 -2.83
199 C -4.36 -2.40 -3.16
200 H -2.40 -3.19 -0.20
201 H -3.96 -3.88 0.40
202 H -4.00 -2.43 -0.55
203 H -4.29 -4.53 -3.48
204 H -3.51 -1.74 -2.98
205 H -5.30 -2.22 -2.65
206 H -4.54 -2.50 -4.23
207 C 4.28 2.41 -0.98
208 C 4.63 0.97 -0.56
209 O 5.51 0.68 0.21
210 N 3.84 0.01 -1.11
211 C 3.86 -1.45 -0.95
212 H 5.12 3.09 -0.86
213 H 3.65 2.53 -0.09
214 H 3.62 2.49 -1.85
215 H 3.07 0.38 -1.66
216 H 4.04 -1.90 -1.93
217 H 2.92 -1.86 -0.57
218 H 4.65 -1.64 -0.24
219 C 5.92 3.53 3.58
220 C 7.23 3.81 2.85
221 O 8.27 3.15 3.11
222 N 7.11 4.84 2.01
223 C 8.16 5.21 1.03
224 H 5.04 3.78 2.98
225 H 5.96 4.07 4.52
226 H 5.80 2.47 3.81
227 H 6.25 5.35 1.98
228 H 9.16 5.39 1.42
229 H 7.93 6.14 0.52
230 H 8.27 4.46 0.25
231 C -0.64 -4.38 5.40
232 C -0.12 -5.74 5.30
233 O 0.74 -6.15 6.12
234 N -0.53 -6.52 4.36
235 C -0.24 -7.95 4.12
236 H -1.18 -4.09 4.50
237 H 0.21 -3.69 5.46
238 H -1.27 -4.44 6.29
239 H -1.10 -6.10 3.64
240 H -1.10 -8.35 3.59
241 H 0.02 -8.51 5.02
242 H 0.69 -8.10 3.56
243 C 2.91 6.98 0.11
244 C 3.20 6.18 1.38
245 O 4.31 6.17 1.86
246 N 2.17 5.58 1.92
247 C 2.17 5.03 3.30
248 H 3.72 7.69 -0.05
249 H 1.86 7.27 0.09
250 H 2.90 6.24 -0.69
251 H 1.31 5.79 1.45
252 H 2.94 5.30 4.02
253 H 2.23 3.94 3.34
254 H 1.30 5.31 3.89
255 C -5.31 5.07 -3.33
256 C -5.74 3.60 -3.16
257 O -5.04 2.62 -3.44
258 N -7.05 3.43 -2.81
259 C -7.78 2.18 -2.70
260 H -6.06 5.64 -3.88
261 H -4.35 5.11 -3.85
262 H -5.12 5.56 -2.37
263 H -7.62 4.26 -2.80
264 H -7.39 1.42 -2.03
265 H -8.08 1.67 -3.61
266 H -8.79 2.41 -2.35
267 C -3.16 5.83 1.90
268 C -1.77 6.45 2.05
269 O -0.74 5.98 1.47
270 N -1.64 7.51 2.82
271 C -0.44 8.34 2.94
272 H -3.61 6.26 1.00
273 H -3.70 6.09 2.81
274 H -3.10 4.74 1.94
275 H -2.46 7.85 3.31
276 H -0.71 9.37 3.16
277 H 0.13 8.46 2.02
278 H 0.09 7.87 3.78


ORCA calculation (ωB97M-V with the def2-TZVPD basis set) on a single C24H32N4O2S2 molecule.

Total charge: 0
SMILES string: COc1ccccc1NC(=S)NC[C@H]1CC[C@H](CNC(=S)Nc2ccccc2OC)CC1
HOMO-LUMO gap, eV: 8.54
ΔE to the lowest compared entry with this formula, charge and spin, kcal per mole: 5.76

Atoms and positions in Å:
1 C 3.31 3.52 7.54
2 H 2.58 3.25 8.30
3 O 2.84 3.23 6.24
4 C 2.59 1.93 5.92
5 C 2.72 0.85 6.78
6 C 2.44 -0.43 6.33
7 C 2.06 -0.65 5.02
8 C 1.94 0.42 4.15
9 C 2.17 1.72 4.59
10 N 2.08 2.83 3.76
11 C 1.22 3.09 2.73
12 N 0.16 2.28 2.57
13 H 0.00 1.57 3.26
14 C -0.77 2.37 1.47
15 H -0.58 3.33 0.98
16 H -1.79 2.37 1.86
17 C -0.60 1.23 0.46
18 C -0.95 -0.13 1.07
19 C -0.79 -1.24 0.03
20 C 0.63 -1.27 -0.52
21 C 0.96 0.09 -1.14
22 C 0.82 1.20 -0.11
23 H 1.05 2.17 -0.56
24 H 1.54 1.04 0.70
25 H 1.98 0.08 -1.54
26 H 0.28 0.29 -1.98
27 H 1.32 -1.44 0.32
28 C 0.84 -2.43 -1.50
29 N -0.03 -2.38 -2.65
30 C -1.14 -3.13 -2.77
31 N -1.93 -2.94 -3.86
32 C -1.74 -2.14 -4.99
33 C -0.50 -1.92 -5.58
34 C -0.39 -1.14 -6.71
35 C -1.51 -0.59 -7.29
36 C -2.77 -0.83 -6.74
37 C -2.89 -1.60 -5.60
38 O -4.07 -1.91 -4.98
39 C -5.27 -1.46 -5.56
40 H -6.07 -1.85 -4.93
41 H -5.40 -1.85 -6.58
42 H -5.33 -0.37 -5.59
43 H -3.64 -0.40 -7.21
44 H -1.43 0.03 -8.17
45 H 0.59 -0.98 -7.15
46 H 0.38 -2.40 -5.17
47 H -2.85 -3.37 -3.79
48 S -1.59 -4.29 -1.68
49 H 0.06 -1.57 -3.25
50 H 0.64 -3.38 -0.99
51 H 1.88 -2.42 -1.86
52 H -1.04 -2.21 0.48
53 H -1.50 -1.07 -0.79
54 H -1.97 -0.12 1.44
55 H -0.28 -0.35 1.91
56 H -1.30 1.42 -0.36
57 S 1.51 4.41 1.78
58 H 2.67 3.61 4.01
59 H 1.69 0.24 3.12
60 H 1.87 -1.65 4.67
61 H 2.54 -1.26 7.01
62 H 3.03 1.00 7.80
63 H 4.26 3.02 7.74
64 H 3.46 4.60 7.56